[1]
{
  "formula": "C3H3N2OS",
  "method": "ωB97M-V/def2-TZVPD",
  "max_force_ha_per_bohr": 0.064,
  "total_charge": 1,
  "e_above_lowest_ev": 6.612,
  "species": ["S", "O", "N", "N", "C", "C", "C", "H", "H", "H"],
  "positions_angstrom": [[-0.7099, -0.9631, 0.8087], [2.3594, 0.9917, 1.0737], [1.4566, -0.1070, -0.7446], [3.5074, 1.1367, -0.0504], [-2.2045, -0.3819, -0.0847], [0.5486, -0.3758, -0.0006], [2.4159, 0.6372, -0.1846], [-2.6323, 0.5214, 0.3569], [-2.8969, -1.2091, 0.0267], [-1.8442, -0.2501, -1.2011]]
}

---

[2]
{
  "formula": "C6H19N2",
  "method": "ωB97M-V/def2-TZVPD",
  "max_force_ha_per_bohr": 0.039,
  "total_charge": 1,
  "e_above_lowest_ev": 2.016,
  "species": ["N", "N", "C", "C", "C", "C", "C", "C", "H", "H", "H", "H", "H", "H", "H", "H", "H", "H", "H", "H", "H", "H", "H", "H", "H", "H", "H"],
  "positions_angstrom": [[-0.6017, -0.2558, -1.0784], [1.2882, 1.5745, 1.7733], [-1.3669, -1.4863, -1.5042], [1.9528, 0.6785, 0.8312], [-0.1646, 1.4292, 1.7386], [-1.9210, -2.0948, -0.2332], [-0.4640, -2.4686, -2.2119], [1.6750, 3.0006, 1.4887], [-2.4597, -3.0076, -0.4995], [-1.0797, -2.2714, 0.4385], [-2.1189, -1.1101, -2.1558], [-0.2359, 0.2301, -1.8681], [1.6453, 0.9170, -0.2465], [-1.2125, 0.3196, -0.4366], [-0.6545, 1.7345, 0.7095], [3.0868, 0.8764, 0.8644], [1.5971, -0.3770, 0.9777], [0.3868, -2.7842, -1.5449], [-1.0420, -3.3643, -2.4672], [-2.6711, -1.4364, 0.3064], [-0.4265, 0.3303, 1.9957], [0.1848, -0.4395, -0.4496], [-0.0847, -2.0916, -3.1840], [1.1855, 3.6625, 2.2144], [-0.5934, 2.0760, 2.4778], [2.7457, 3.0520, 1.5615], [1.3491, 3.3066, 0.5021]]
}

---

[3]
{
  "formula": "C15H13F3NO6S2",
  "method": "ωB97M-V/def2-TZVPD",
  "max_force_ha_per_bohr": 0.066,
  "total_charge": -1,
  "e_above_lowest_ev": 0.000,
  "species": ["S", "S", "F", "F", "F", "O", "O", "O", "O", "O", "O", "N", "C", "C", "C", "C", "C", "C", "C", "C", "C", "C", "C", "C", "C", "C", "C", "H", "H", "H", "H", "H", "H", "H", "H", "H", "H", "H", "H", "H"],
  "positions_angstrom": [[-1.5819, -1.7281, -0.0286], [2.6131, 2.0528, 0.5204], [-0.7163, -4.0708, -0.9480], [0.6660, -2.8076, 0.2484], [0.2479, -2.3162, -1.8595], [-2.4940, -0.7316, -3.6705], [1.5311, -0.0813, 3.2814], [2.4964, 3.4383, 0.1300], [-4.3136, 0.5826, -1.3138], [2.5907, 1.0579, -0.5271], [-2.7908, 0.6407, 0.3699], [1.6186, 1.6808, 1.7429], [-4.9789, -1.6393, -2.1552], [-3.7042, -2.2217, -1.5772], [-2.6319, -1.1190, -1.3054], [-0.3066, -2.7985, -0.7156], [3.5787, 1.1908, 2.7945], [2.1217, 0.8074, 2.6742], [5.2928, 2.3494, 1.5348], [-5.3783, -0.4432, -1.3123], [-0.8531, 0.4305, -2.3401], [4.0104, 1.8157, 1.6423], [-1.9945, -0.4964, -2.5775], [5.7286, 1.5875, 3.8223], [6.1601, 2.2168, 2.6380], [4.4361, 1.0507, 3.8892], [-3.2206, 0.1231, -0.6293], [-3.2781, -2.9880, -2.2246], [-1.1016, 1.1709, -1.5603], [0.0490, -0.1230, -2.0649], [-5.7679, -2.3958, -2.0658], [-6.2647, 0.0618, -1.7089], [6.3938, 1.5433, 4.6904], [-0.6373, 0.9186, -3.2973], [-5.5295, -0.7754, -0.2699], [-3.9109, -2.6640, -0.5928], [5.5723, 2.8602, 0.6160], [-4.8637, -1.3747, -3.2165], [4.0448, 0.5600, 4.7796], [7.1664, 2.6345, 2.5865]]
}

---

[4]
{
  "formula": "CH2N2S4",
  "method": "ωB97M-V/def2-TZVPD",
  "max_force_ha_per_bohr": 0.065,
  "e_above_lowest_ev": 0.638,
  "species": ["S", "S", "S", "S", "N", "N", "C", "H", "H"],
  "positions_angstrom": [[3.3130, 0.1098, -0.0194], [-0.3082, -1.2132, 1.0453], [0.0955, -1.8765, -0.7564], [-1.9693, 0.4808, -0.8856], [1.3635, 1.8453, -0.2300], [2.2059, 1.1400, -0.0302], [-1.5751, -0.1082, 0.6390], [-2.2009, 0.2021, 1.4054], [-0.9243, -0.5800, -1.1681]]
}

---

[5]
{
  "formula": "C2H7N5O",
  "method": "ωB97M-V/def2-TZVPD",
  "smiles": "[H]/N=C(\\N)N/N=C/NO",
  "max_force_ha_per_bohr": 0.106,
  "e_above_lowest_ev": 5.154,
  "species": ["O", "N", "N", "N", "N", "N", "C", "C", "H", "H", "H", "H", "H", "H", "H"],
  "positions_angstrom": [[1.2026, 1.7822, 2.2314], [1.2351, -1.7557, -1.0004], [-1.1019, -2.2680, -2.0076], [0.2430, 2.5191, 1.4197], [-0.6535, -0.4103, -0.6671], [-0.1657, 0.2547, 0.4726], [-0.0403, -1.5667, -1.1732], [-0.5297, 1.4535, 0.7152], [1.4078, -2.6519, -1.5442], [-0.9971, -3.3469, -2.1975], [1.5453, 1.1286, 1.3897], [-1.4634, 0.1950, -1.1222], [-0.2040, 2.9288, 2.2940], [-2.1251, -2.0453, -1.4485], [-1.2635, 1.8340, 0.0049]]
}

---

[6]
{
  "formula": "C5H8N2",
  "method": "ωB97M-V/def2-TZVPD",
  "max_force_ha_per_bohr": 0.030,
  "e_above_lowest_ev": 9.507,
  "species": ["N", "N", "C", "C", "C", "C", "C", "H", "H", "H", "H", "H", "H", "H", "H"],
  "positions_angstrom": [[0.9994, 0.0897, 0.5166], [-0.2105, -0.0480, 1.1183], [2.1708, -0.1827, 1.0436], [0.8284, 0.4104, -0.8463], [-1.0854, 0.1667, 0.1669], [-0.4974, 0.4708, -1.1255], [-2.4536, -0.0680, 0.6310], [-1.1367, 0.8981, -1.9325], [-3.1828, 0.0867, -0.1579], [1.8211, 0.4524, -1.2789], [1.9316, -0.7418, 1.9429], [-2.4520, -1.1038, 0.9844], [-2.5839, 0.5834, 1.5018], [3.7307, 1.9497, -1.2171], [2.1215, -2.7942, -1.7433]]
}

---

[7]
{
  "formula": "CH7NO",
  "method": "ωB97M-V/def2-TZVPD",
  "max_force_ha_per_bohr": 0.130,
  "total_charge": 1,
  "e_above_lowest_ev": 3.521,
  "s_squared": 0.755,
  "multiplicity": 2,
  "species": ["O", "N", "C", "H", "H", "H", "H", "H", "H", "H"],
  "positions_angstrom": [[-0.2198, 1.2265, 0.8692], [0.3300, -0.3917, -1.2553], [-0.0170, -0.2675, 0.2876], [0.0483, -1.0408, -1.9900], [-0.0401, 0.5940, -1.4877], [-0.9481, -2.9431, 1.7031], [0.7329, 1.2933, 1.0875], [-1.2094, -2.3261, 1.3613], [1.3164, -0.0356, -1.3791], [-0.3070, -1.2906, 0.5348]]
}

---

[8]
{
  "formula": "C3H5NO",
  "method": "ωB97M-V/def2-TZVPD",
  "smiles": "O=C[C@@H]1CN1",
  "max_force_ha_per_bohr": 0.192,
  "e_above_lowest_ev": 3.336,
  "species": ["O", "N", "C", "C", "C", "H", "H", "H", "H", "H"],
  "positions_angstrom": [[-2.5017, -0.0731, -0.1431], [0.8101, 0.8541, -0.3412], [1.1029, -0.5002, 0.1410], [-0.1483, -0.1534, -0.4994], [-1.2970, 0.2201, 0.0626], [1.9848, -1.0531, -0.3921], [0.9052, -0.6084, 1.2040], [0.4218, 1.3715, 0.3951], [-0.9626, 0.4654, 1.1133], [-0.3151, -0.5228, -1.5402]]
}